Computed, not measured: a single C6H10F2O4 molecule, with ωB97M-V/def2-TZVPD.

Properties
- SMILES string: OC[C@H]1O[C@@H](F)[C@H](F)[C@@H](O)[C@H]1O
- ΔE to the lowest compared entry with this formula, charge and spin: 45.8 kcal/mol
- Frontier orbital gap: 10.85 eV
- Lowest unoccupied orbital energy: 0.020 hartree
- Molar mass: 184.14 g mol⁻¹
- 2S+1: 1
- F_max: 0.0739 Eh/bohr

Geometry (Å):
O 2.579 1.325 -1.928
C 1.346 1.511 -1.116
C 1.353 0.533 0.031
O 0.639 1.039 1.144
C -0.812 0.985 1.211
F -1.277 1.871 0.281
C -1.420 -0.461 0.790
F -2.424 -0.938 1.700
C -0.286 -1.370 0.548
O -0.927 -2.516 -0.275
C 0.877 -0.834 -0.285
O 0.559 -0.894 -1.739
H 2.481 0.591 -2.601
H 1.265 2.544 -0.669
H 0.332 1.513 -1.722
H 2.423 0.418 0.335
H -1.081 1.193 2.253
H -2.069 -0.500 -0.107
H 0.094 -1.820 1.534
H -1.615 -2.784 0.364
H 1.820 -1.437 -0.016
H 0.504 -1.922 -1.888